(1)
Computed, not measured: a molecular structure, C8H24B2O28, with ωB97M-V/def2-TZVPD.

XYZ file:
```
62
Properties=species:S:1:pos:R:3
O 2.072 3.100 -0.305
C 1.795 2.256 -1.293
O 2.098 1.055 -1.201
B 1.515 0.468 -2.440
O 0.866 1.650 -3.119
C 1.079 2.653 -2.356
O 0.501 3.776 -2.513
O 0.623 -0.668 -2.338
C 1.106 -1.631 -2.984
O 0.633 -2.748 -2.880
C 2.226 -1.278 -3.697
O 2.526 -0.053 -3.380
O 2.889 -1.981 -4.421
O -1.058 3.180 -0.479
C -0.825 2.169 0.027
O -0.841 1.054 -0.600
B -0.375 0.054 0.399
O -0.114 0.799 1.610
C -0.365 2.026 1.345
O -0.376 2.818 2.201
O 0.686 -0.718 -0.123
C 0.433 -1.874 -0.118
O 1.263 -2.709 -0.576
C -0.834 -2.071 0.476
O -1.383 -1.061 0.678
O -1.439 -3.138 0.499
O 1.671 -5.179 1.551
H 2.249 -5.755 2.017
H 2.271 -4.837 0.793
O 1.291 0.540 4.490
H 1.483 0.254 3.644
H 0.317 0.084 4.791
O -0.651 -5.587 -0.097
H 0.188 -5.552 0.284
H -1.125 -4.689 0.126
O -2.250 -1.290 -2.664
H -2.502 -0.355 -3.038
H -1.268 -1.006 -2.733
O 2.739 -0.503 2.064
H 2.304 -0.508 1.288
H 2.355 -1.287 2.554
O 0.808 3.226 4.619
H 0.298 3.351 3.887
H 1.047 2.415 4.645
O -3.253 4.507 -1.798
H -2.528 4.255 -1.000
H -3.119 4.228 -2.663
O -2.890 -2.446 3.167
H -2.876 -1.378 3.267
H -2.184 -2.390 2.410
O 0.349 5.069 -0.053
H -0.171 4.264 -0.365
H 0.672 5.400 -0.925
O -4.497 -1.723 -1.069
H -3.585 -1.656 -1.507
H -4.163 -2.282 -0.277
O 3.099 -4.883 -0.746
H 3.020 -3.839 -0.922
H 2.472 -5.446 -1.237
O -2.234 5.919 1.245
H -1.478 5.433 1.085
H -2.569 6.494 0.755
```

Results
electronic energy: -2475.948846 Ha
HOMO energy: -5.03 eV
2S+1: 1
orbital gap: 8.939 eV
charge: -2
molar mass: 589.88 g mol⁻¹
relative energy (zero: lowest compared OMol25 entry of this formula, charge and spin): 269.33 kcal/mol



(2)
Computed, not measured: a molecular structure, C8H24ClI2N2OP2Y, with ωB97M-V/def2-TZVPD.

XYZ file:
```
41
Properties=species:S:1:pos:R:3
I 2.759 -5.134 -2.835
I 0.839 -6.387 -1.369
Y 0.055 -0.172 -0.067
P 1.554 -0.083 1.987
C 2.589 -1.577 2.040
C 2.627 1.382 1.933
H 3.216 1.339 2.860
H 1.298 0.075 4.324
H 2.012 2.295 1.854
H -0.082 0.914 3.462
H 3.199 -1.611 1.114
H 3.276 1.318 1.042
C 0.566 0.021 3.507
H 3.199 -1.454 2.949
H -0.064 -0.884 3.578
H 1.918 -2.459 2.089
P -1.649 0.341 -1.881
C -1.662 -1.023 -3.089
C -3.316 0.522 -1.182
H -1.192 2.724 -2.010
H -2.028 2.028 -3.478
H -0.242 1.779 -3.212
C -1.231 1.890 -2.734
H -3.304 1.326 -0.422
H -3.966 0.765 -2.031
H -2.421 -0.721 -3.828
H -1.930 -1.956 -2.553
H -3.601 -0.423 -0.690
H -0.646 -1.110 -3.525
Cl -1.362 1.704 1.152
C -2.085 4.711 0.227
N -0.780 4.997 0.837
C 0.321 4.231 0.950
N 1.242 4.728 1.897
O 0.644 3.235 0.214
H -2.089 3.756 -0.326
H -2.388 5.519 -0.469
H -2.870 4.661 1.010
H -0.715 5.917 1.270
H 0.918 4.637 2.846
H 2.111 4.233 1.766
```

Results
electronic energy: -2280.050357 Ha
HOMO energy: -13.77 eV
2S+1: 1
orbital gap: 5.367 eV
charge: +2
molar mass: 604.41 g mol⁻¹
relative energy (zero: lowest compared OMol25 entry of this formula, charge and spin): 84.41 kcal/mol



(3)
Computed, not measured: a molecular structure, C8H24ClINOP2Tm, with ωB97M-V/def2-TZVPD.

XYZ file:
```
39
Properties=species:S:1:pos:R:3
C 0.044 -1.546 -1.718
C 1.263 -2.318 -1.099
H -0.192 -2.182 -2.740
H 0.214 -0.448 -2.042
H -0.937 -1.502 -1.111
O 2.032 -3.231 -1.178
I 2.332 0.542 3.488
Tm -1.270 1.554 0.171
P -1.737 -1.379 1.296
C -1.311 -2.558 2.727
C -3.197 -0.567 2.145
H -3.882 -1.372 2.516
H -3.330 -3.229 1.030
H -3.735 0.075 1.410
H -3.172 -2.289 -0.491
H -0.901 -2.005 3.600
H -2.799 0.011 3.017
C -2.614 -2.718 0.357
H -2.237 -3.128 3.044
H -1.882 -3.472 0.001
H -0.570 -3.304 2.380
P 1.560 1.568 -1.287
C 3.437 1.684 -0.995
C 1.795 1.228 -3.096
H 0.224 3.613 -1.682
H 1.990 3.868 -2.072
H 1.474 3.822 -0.321
C 1.267 3.419 -1.343
H 0.831 1.295 -3.627
H 2.487 1.982 -3.522
H 3.904 2.366 -1.769
H 3.892 0.683 -1.125
H 2.252 0.228 -3.238
H 3.666 2.069 0.022
Cl -2.947 2.107 -1.352
N 0.696 -0.389 0.471
H 1.420 0.313 0.675
H 0.415 -0.625 1.434
H 1.287 -1.226 0.238
```

Results
electronic energy: -2974.235199 Ha
HOMO energy (alpha / beta): -15.39 / -13.84 eV
2S+1: 3
orbital gap (alpha / beta): 5.621 / 4.051 eV
charge: +2
molar mass: 543.53 g mol⁻¹
relative energy (zero: lowest compared OMol25 entry of this formula, charge and spin): 125.47 kcal/mol



(4)
Computed, not measured: a molecular structure, C8H24CrO9S, with ωB97M-V/def2-TZVPD.

XYZ file:
```
43
Properties=species:S:1:pos:R:3
Cr -0.776 0.456 -0.325
C 2.894 1.278 1.172
C 2.381 1.734 -0.215
O 1.021 1.778 -0.379
H 2.169 1.267 1.982
H 3.719 1.939 1.470
H 3.388 0.315 0.998
H 2.911 1.130 -0.984
H 2.775 2.759 -0.381
S -3.608 -1.228 0.247
O -3.834 -2.565 -0.246
O -2.554 -0.562 -0.594
O -4.809 -0.401 0.155
O -3.119 -1.301 1.667
O -1.921 2.224 -0.279
H -2.168 2.347 0.628
C -1.372 2.180 3.240
C -0.692 0.841 3.017
O -1.049 0.166 1.828
H -0.797 2.717 4.003
H -2.403 2.032 3.577
H -1.542 2.869 2.415
H -1.012 0.148 3.812
H 0.393 0.870 3.149
H -1.932 -0.327 1.925
C 1.975 -2.796 0.073
C 0.968 -1.788 0.645
O 0.075 -1.440 -0.420
H 2.682 -3.123 0.841
H 2.490 -2.338 -0.770
H 1.448 -3.676 -0.308
H 1.534 -0.930 1.002
H 0.347 -2.172 1.458
H -0.440 -2.235 -0.602
C 0.036 -0.891 -4.429
C 0.525 0.090 -3.376
O -0.561 0.478 -2.538
H 0.839 -1.497 -4.869
H -0.643 -0.427 -5.140
H -0.482 -1.727 -3.944
H 0.972 0.960 -3.866
H 1.225 -0.324 -2.648
H -1.056 1.172 -2.991
```

Results
electronic energy: -2439.022918 Ha
HOMO energy (alpha / beta): 0.85 / -0.88 eV
2S+1: 5
orbital gap (alpha / beta): 4.008 / 5.737 eV
charge: -2
molar mass: 348.33 g mol⁻¹
relative energy (zero: lowest compared OMol25 entry of this formula, charge and spin): 0.00 kcal/mol



(5)
Computed, not measured: a molecular structure, C8H24N2O4Zn, with ωB97M-V/def2-TZVPD.

XYZ file:
```
39
Properties=species:S:1:pos:R:3
Zn 19.535 -24.534 -17.551
O 21.086 -24.501 -18.706
H 21.135 -23.679 -19.232
O 20.423 -25.831 -16.499
H 20.037 -26.032 -15.625
C 19.092 -20.350 -18.392
C 19.714 -21.712 -18.116
C 20.017 -21.819 -16.615
O 20.162 -23.084 -16.275
C 20.625 -23.261 -14.914
N 18.697 -22.775 -18.387
H 18.120 -20.199 -17.921
H 19.135 -19.921 -19.393
H 19.765 -19.577 -18.021
H 20.614 -21.679 -18.730
H 19.192 -21.413 -16.031
H 20.980 -21.336 -16.448
H 20.943 -24.218 -14.500
H 19.661 -23.159 -14.416
H 21.274 -22.478 -14.521
H 17.804 -22.413 -18.086
H 18.701 -22.994 -19.373
C 15.653 -25.890 -15.988
C 16.994 -25.829 -16.779
C 17.035 -26.216 -18.324
O 18.381 -25.856 -18.843
C 18.413 -25.903 -20.287
N 17.598 -24.543 -16.587
H 15.710 -25.318 -15.062
H 15.540 -26.964 -15.840
H 14.822 -25.599 -16.631
H 17.549 -26.592 -16.232
H 16.216 -25.753 -18.875
H 16.931 -27.300 -18.354
H 17.791 -25.132 -20.741
H 18.177 -26.914 -20.621
H 19.449 -25.870 -20.627
H 17.482 -24.260 -15.624
H 16.983 -23.935 -17.109
```

Results
electronic energy: -2508.637283 Ha
HOMO energy (alpha / beta): -13.29 / -12.22 eV
2S+1: 2
orbital gap (alpha / beta): 10.572 / 5.889 eV
charge: +1
molar mass: 277.68 g mol⁻¹



(6)
Computed, not measured: 8 unconnected molecules or ions with the total composition C8H24N8O16, with ωB97M-V/def2-TZVPD.

XYZ file:
```
56
Properties=species:S:1:pos:R:3
C 24.390 20.563 -15.733
N 25.216 19.307 -15.983
O 25.899 18.808 -15.095
O 25.099 18.947 -17.130
H 25.069 21.382 -15.971
H 24.193 20.686 -14.668
H 23.439 20.524 -16.265
C 20.941 23.393 -18.642
N 20.480 24.540 -19.470
O 21.171 24.983 -20.404
O 19.533 25.098 -18.983
H 21.134 23.941 -17.720
H 21.890 23.091 -19.084
H 20.219 22.582 -18.541
C 17.354 18.626 -12.079
N 18.136 19.413 -11.051
O 18.681 20.464 -11.381
O 18.268 18.891 -9.943
H 16.618 17.970 -11.614
H 18.058 18.011 -12.640
H 16.961 19.471 -12.645
C 21.859 20.695 -10.003
N 22.881 21.200 -10.976
O 23.219 22.364 -11.019
O 23.213 20.372 -11.793
H 22.387 20.666 -9.049
H 21.558 19.683 -10.275
H 21.013 21.382 -10.009
C 19.647 18.378 -16.687
N 20.112 19.746 -17.080
O 21.264 20.007 -16.883
O 19.281 20.482 -17.620
H 18.651 18.396 -16.244
H 20.424 17.972 -16.040
H 19.761 17.874 -17.647
C 22.716 17.287 -13.435
N 21.243 17.445 -13.183
O 20.592 16.450 -13.479
O 20.875 18.501 -12.724
H 23.099 17.924 -14.232
H 22.944 16.268 -13.749
H 23.310 17.566 -12.565
C 18.544 26.740 -14.502
N 18.968 27.565 -15.651
O 18.046 27.906 -16.316
O 20.202 27.792 -15.740
H 17.747 27.242 -13.954
H 19.263 26.726 -13.682
H 18.160 25.771 -14.823
C 20.696 21.411 -14.031
N 20.749 22.676 -14.782
O 21.606 22.741 -15.621
O 19.955 23.579 -14.518
H 21.654 20.956 -14.285
H 19.979 20.649 -14.337
H 20.490 21.579 -12.974
```

Results
electronic energy: -1959.903124 Ha
HOMO energy (alpha / beta): -13.18 / -13.18 eV
2S+1: 2
orbital gap (alpha / beta): 6.334 / 2.751 eV
charge: +1
molar mass: 488.32 g mol⁻¹
relative energy (zero: lowest compared OMol25 entry of this formula, charge and spin): 0.00 kcal/mol



(7)
Computed, not measured: 4 unconnected molecules or ions with the total composition C8H24O4, with ωB97M-V/def2-TZVPD.

XYZ file:
```
36
Properties=species:S:1:pos:R:3
C 33.815 18.205 -22.252
C 33.592 17.917 -20.758
O 32.473 18.709 -20.296
H 34.173 19.210 -22.474
H 32.964 17.928 -22.875
H 34.636 17.556 -22.555
H 34.562 18.088 -20.291
H 33.186 16.921 -20.580
H 32.207 18.225 -19.510
C 32.740 18.170 -28.588
C 31.868 18.468 -29.785
O 31.883 17.263 -30.571
H 32.926 19.109 -28.066
H 33.727 17.888 -28.954
H 32.244 17.437 -27.951
H 32.279 19.216 -30.462
H 30.821 18.678 -29.563
H 32.336 17.353 -31.413
C 37.486 14.484 -28.581
C 36.172 15.223 -28.865
O 35.263 15.079 -27.756
H 38.139 14.657 -29.437
H 37.383 13.403 -28.494
H 38.042 14.902 -27.742
H 35.787 15.053 -29.870
H 36.436 16.270 -29.010
H 34.460 14.780 -28.188
C 33.536 15.777 -25.127
C 34.968 15.583 -24.443
O 35.534 14.428 -24.984
H 32.944 16.617 -24.763
H 32.958 14.854 -25.132
H 33.569 16.037 -26.185
H 34.824 15.563 -23.363
H 35.658 16.394 -24.676
H 35.770 14.617 -25.895
```

Results
SMILES string: CCO.CCO.CCO.CCO
electronic energy: -620.073632 Ha
HOMO energy: -9.63 eV
2S+1: 1
orbital gap: 10.235 eV
molar mass: 184.28 g mol⁻¹
relative energy (zero: lowest compared OMol25 entry of this formula, charge and spin): 37.96 kcal/mol



(8)
Computed, not measured: 4 unconnected molecules or ions with the total composition C8H24O4, with ωB97M-V/def2-TZVPD.

XYZ file:
```
36
Properties=species:S:1:pos:R:3
C 2.044 0.220 -1.282
C 1.906 1.708 -1.077
O 3.154 2.078 -0.580
H 2.871 -0.051 -1.978
H 1.131 -0.021 -1.563
H 2.153 -0.284 -0.373
H 1.204 2.065 -0.444
H 1.739 2.153 -2.017
H 3.293 2.993 -0.682
C -0.615 -3.773 -1.798
C -0.662 -2.349 -1.103
O -1.681 -2.262 -0.230
H -1.599 -3.964 -2.327
H -0.573 -4.508 -1.076
H -0.033 -4.098 -2.467
H -0.741 -1.735 -1.919
H 0.170 -2.208 -0.649
H -1.755 -1.531 0.353
C -2.493 0.847 -1.493
C -2.201 1.430 -0.174
O -1.798 0.475 0.778
H -3.097 1.482 -2.255
H -3.086 -0.025 -1.174
H -1.512 0.489 -1.824
H -3.153 1.955 0.264
H -1.411 2.261 -0.216
H -1.257 1.023 1.476
C 0.635 -0.367 3.226
C 1.336 0.920 2.834
O 0.185 1.829 2.323
H 0.124 -0.764 2.359
H 0.072 -0.171 4.147
H 1.485 -0.978 3.555
H 1.750 0.804 1.917
H 1.818 1.620 3.553
H 0.596 2.736 1.918
```

Results
SMILES string: CCO.CCO.CCO.CCO
electronic energy: -619.979508 Ha
HOMO energy: -9.73 eV
2S+1: 1
orbital gap: 10.127 eV
molar mass: 184.28 g mol⁻¹
relative energy (zero: lowest compared OMol25 entry of this formula, charge and spin): 97.03 kcal/mol



(9)
Computed, not measured: a molecular structure, C8H25AlNOP, with ωB97M-V/def2-TZVPD.

XYZ file:
```
37
Properties=species:S:1:pos:R:3
C -1.618 4.586 -1.883
C -2.405 3.299 -2.097
P -1.437 1.739 -2.127
Al -0.302 1.456 -0.062
C -0.276 1.984 -3.558
C 1.187 2.312 -3.239
H -2.266 5.465 -1.896
H -0.884 4.719 -2.679
H -1.071 4.545 -0.944
H -3.128 3.167 -1.290
H -2.996 3.378 -3.011
H -1.239 0.434 0.829
H 1.106 0.689 -0.357
H -0.104 2.831 0.781
H -0.682 2.746 -4.224
H -0.315 1.052 -4.121
H 1.775 1.406 -3.113
H 1.648 2.884 -4.048
H 1.274 2.903 -2.331
C -0.317 -4.057 2.809
C 0.705 -3.037 3.273
C 0.680 -1.697 2.539
O 1.206 -1.875 1.253
C 0.238 -2.080 0.209
N 2.091 -3.550 2.952
H -0.112 -4.398 1.793
H -0.340 -4.926 3.468
H -1.306 -3.604 2.814
H 0.644 -2.902 4.353
H 1.330 -0.984 3.057
H -0.325 -1.272 2.521
H -0.726 -1.689 0.527
H 0.171 -3.132 -0.087
H 0.569 -1.485 -0.635
H 2.218 -4.537 3.165
H 2.814 -3.007 3.425
H 2.192 -3.365 1.935
```

Results
electronic energy: -1033.427947 Ha
HOMO energy: -5.31 eV
2S+1: 1
orbital gap: 4.116 eV
molar mass: 209.25 g mol⁻¹



(10)
Computed, not measured: a molecular structure, C8H26B2O29, with ωB97M-V/def2-TZVPD.

XYZ file:
```
65
Properties=species:S:1:pos:R:3
O -1.492 1.274 -2.653
C -1.044 1.374 -1.443
O -1.086 0.363 -0.727
B -0.368 0.579 0.524
O 0.086 2.049 0.352
C -0.389 2.470 -0.776
O 0.075 3.446 -1.370
O 0.835 -0.246 0.634
C 0.660 -0.976 1.707
O 1.320 -1.978 2.023
C -0.388 -0.424 2.412
O -1.149 0.396 1.745
O -0.675 -0.779 3.574
O -2.585 -3.820 1.346
C -2.166 -3.723 0.328
O -1.354 -2.832 -0.047
B -0.699 -3.201 -1.291
O -1.310 -4.584 -1.547
C -2.155 -4.755 -0.658
O -2.493 -5.863 -0.350
O 0.709 -3.435 -1.084
C 1.306 -2.735 -2.018
O 2.550 -2.595 -2.040
C 0.313 -1.947 -2.667
O -0.808 -2.152 -2.304
O 0.633 -0.948 -3.228
O -2.181 4.797 0.849
H -2.225 5.456 1.524
H -1.381 4.486 0.636
O -4.414 2.095 -1.851
H -3.998 2.701 -2.561
H -4.737 1.293 -2.313
O -0.013 -0.030 6.173
H 0.467 0.655 5.912
H -0.135 -0.342 5.255
O -3.097 0.374 4.411
H -2.408 -0.047 4.042
H -2.973 1.396 4.545
O 2.553 1.226 -2.050
H 1.708 0.834 -2.436
H 3.309 0.630 -2.138
O -1.643 -0.132 -5.560
H -1.978 -1.004 -5.608
H -1.704 0.025 -4.628
O 4.247 -0.095 1.269
H 4.711 0.760 1.321
H 3.532 0.172 0.662
O 3.239 -0.094 3.888
H 3.626 0.258 3.141
H 3.104 -1.020 3.898
O 2.938 3.905 -0.915
H 2.820 3.196 -1.585
H 1.957 4.142 -1.058
O 3.215 -2.915 3.586
H 2.364 -2.775 3.185
H 3.868 -3.167 2.840
O -2.614 3.197 -3.919
H -2.442 2.352 -3.543
H -3.176 2.742 -4.597
O 1.631 4.207 -3.750
H 0.968 4.708 -4.208
H 0.973 3.853 -3.112
O 0.699 -4.545 2.552
H 0.096 -4.647 3.301
H 0.772 -3.607 2.398
```

Results
electronic energy: -2552.540256 Ha
HOMO energy: -5.37 eV
2S+1: 1
orbital gap: 8.894 eV
charge: -2
molar mass: 607.89 g mol⁻¹
relative energy (zero: lowest compared OMol25 entry of this formula, charge and spin): 164.22 kcal/mol



(11)
Computed, not measured: a molecular structure, C8H26BrCdN2O4, with ωB97M-V/def2-TZVPD.

XYZ file:
```
42
Properties=species:S:1:pos:R:3
Cd -1.306 -4.076 3.040
Br -0.273 -2.485 1.446
C -3.335 0.093 1.181
C -2.252 0.954 0.570
C -2.824 2.351 0.149
O -4.033 2.335 -0.692
C -4.190 3.690 -1.098
N -1.277 1.154 1.615
H -4.145 0.658 1.643
H -2.967 -0.701 1.830
H -3.816 -0.551 0.445
H -1.785 0.458 -0.281
H -1.998 2.915 -0.285
H -3.099 2.927 1.033
H -4.359 4.457 -0.343
H -5.062 3.645 -1.751
H -3.371 4.070 -1.708
H -0.573 1.783 1.256
H -0.757 0.301 1.764
C 1.664 0.450 -0.922
C 2.585 -0.077 0.178
C 4.029 0.397 0.027
O 4.634 -0.017 -1.233
C 5.039 -1.390 -1.309
N 2.043 0.250 1.525
H 0.649 0.106 -0.726
H 1.891 -0.047 -1.865
H 1.647 1.539 -0.965
H 2.571 -1.164 0.102
H 4.624 0.166 0.910
H 4.068 1.487 0.033
H 4.193 -1.992 -0.982
H 5.853 -1.410 -0.584
H 5.413 -1.694 -2.287
H 1.237 -0.335 1.695
H 2.658 -0.074 2.258
O 1.701 -3.690 -0.917
H 0.995 -3.993 -1.489
H 1.280 -3.065 -0.327
O -2.456 -3.118 -1.368
H -1.953 -2.580 -0.756
H -2.940 -3.728 -0.811
```

Results
electronic energy: -3472.210208 Ha
HOMO energy: -11.69 eV
2S+1: 1
orbital gap: 2.664 eV
charge: +1
molar mass: 406.62 g mol⁻¹